82
Properties=species:S:1:pos:R:3:forces:R:3 method="wB97M-V/def2-TZVPD" spin_multiplicity=4 orbital_gap_ha="0.225 / 0.133" s2=4.07 relative_energy_kcal_mol=78.1 total_charge=+2
C -2.6946 -0.6437 4.1058 -0.06 -0.47 -0.53
C -2.8988 -0.0725 2.8050 0.37 -0.81 -0.22
C -2.4375 -1.0276 1.8248 -0.10 -0.07 1.11
H -3.3946 0.8685 2.5771 0.30 -0.16 0.17
C -1.9668 -2.1949 2.5375 -0.35 0.53 0.05
C -2.1249 -1.9453 3.9375 -0.69 0.12 -0.39
H -1.9110 -2.6553 4.7403 0.10 0.41 -0.34
H -2.9774 -0.1878 5.0546 0.27 -0.12 -0.33
H -2.4978 -0.9120 0.7486 -0.03 0.01 0.35
H -1.6250 -3.1182 2.0789 0.04 0.25 0.18
Mn -0.7936 -0.4820 3.0768 0.12 0.72 0.42
Si -1.4618 -0.9853 -2.7215 1.89 -0.13 -0.87
C -0.8427 0.6244 -3.4967 -1.52 0.66 0.54
C 0.4342 0.7837 -4.0910 1.28 0.42 -1.09
H 1.2332 0.0613 -3.8818 -0.41 0.10 -0.19
C 0.7022 1.8636 -4.9464 -0.25 -0.19 0.31
H 1.6897 1.9600 -5.4023 -0.41 -0.02 0.06
C -0.2838 2.8414 -5.1425 1.31 -0.12 -0.31
H -0.0810 3.7006 -5.7856 -0.04 -0.31 0.13
C -1.4835 2.8023 -4.4086 -0.82 -1.03 1.58
H -2.1938 3.6287 -4.4433 0.18 -0.25 -0.17
C -1.7269 1.7079 -3.5593 -0.21 1.18 -0.54
H -2.6138 1.6995 -2.9175 0.12 -0.01 -0.52
C -0.8137 -2.0989 -4.1112 -0.12 0.08 0.11
C -1.3223 -1.8639 -5.4126 0.49 0.09 -0.27
H -2.1612 -1.1709 -5.5735 0.28 -0.42 0.10
C -0.7020 -2.4453 -6.5286 -0.23 0.07 -0.07
H -1.0987 -2.2356 -7.5328 0.23 -0.14 0.54
C 0.4039 -3.2912 -6.3735 -0.22 -0.03 0.36
H 0.8781 -3.7621 -7.2414 -0.24 0.27 0.34
C 0.8869 -3.5628 -5.0847 -0.24 0.26 0.40
H 1.7325 -4.2483 -4.9417 -0.39 0.37 -0.09
C 0.2896 -2.9510 -3.9622 0.42 -0.24 -0.42
H 0.7123 -3.1255 -2.9658 -0.21 -0.02 -0.57
H -2.9251 -1.0368 -2.5165 0.21 0.32 0.11
Si 2.2141 0.6865 -0.9770 -2.35 -0.07 2.36
C 1.0964 -0.8980 -1.0509 0.96 0.03 0.25
C -0.4141 -0.9779 -1.0392 -0.48 0.69 -1.06
H -0.9358 -0.1314 -0.5456 0.31 -0.61 -0.06
C -1.0006 -2.2945 -0.8311 0.06 -2.25 1.42
H -2.1023 -2.3968 -0.7408 0.78 0.02 -0.21
C -0.2171 -3.4336 -0.6548 -1.24 0.43 -0.18
H -0.6871 -4.4312 -0.6475 0.19 0.66 0.23
C 1.1708 -3.3147 -0.5049 0.71 -0.10 -0.06
H 1.7712 -4.1970 -0.2429 -0.27 0.50 -0.24
C 1.7926 -2.0624 -0.7185 0.01 0.04 -0.09
H 2.8919 -2.0409 -0.6071 -0.62 0.13 -0.10
C 1.0491 2.2002 -0.9870 0.78 -0.05 -0.65
C -0.1288 2.1444 -0.2381 -0.90 0.26 -0.38
H -0.2947 1.3080 0.4425 0.09 0.20 -0.18
C -1.1602 3.0825 -0.4262 0.40 -0.06 -0.13
H -2.1475 2.8949 0.0179 0.48 0.29 -0.02
C -0.9395 4.1982 -1.2540 -0.24 -0.28 0.10
H -1.7737 4.9040 -1.4590 0.84 -0.45 0.28
C 0.3165 4.3569 -1.8611 -0.07 -0.29 -0.32
H 0.4854 5.2320 -2.4983 0.07 -0.33 0.31
C 1.2879 3.3394 -1.7702 -0.67 0.21 -0.14
H 2.1957 3.4003 -2.3758 -0.22 0.14 0.27
H 3.5139 0.8251 -1.5379 0.54 -0.10 -1.22
Cl 2.8831 0.6968 1.0341 -0.21 -0.15 -0.07
N 0.7392 0.3926 5.7198 -0.15 -0.09 -0.03
C 1.3083 -0.7583 5.1697 -0.13 -0.04 -0.65
C 2.3253 -1.3871 5.8918 0.23 -0.52 -0.23
C 2.9694 -2.4866 5.3309 -0.71 0.42 -0.17
C 2.5899 -2.8817 4.0349 -0.12 -0.06 -0.55
C 1.5792 -2.2043 3.3550 0.04 0.24 1.37
N 0.8777 -1.1939 3.9668 1.01 -0.28 -0.15
C 0.3840 1.5249 4.9854 -0.06 -0.32 -0.59
C 0.6528 2.7815 5.5385 -0.14 0.43 -0.16
C 0.3884 3.9265 4.7940 -0.19 -0.67 -0.20
C -0.1404 3.7512 3.5010 -0.17 -0.09 -0.24
C -0.4378 2.4730 3.0410 0.25 0.12 0.98
N -0.1919 1.3482 3.7781 0.21 0.97 0.07
H 1.1200 0.6179 6.6296 -0.11 -0.06 -0.12
H 2.5738 -0.9824 6.8716 0.13 -0.24 -0.21
H 3.7452 -3.0237 5.8746 -0.19 0.17 -0.16
H 3.0695 -3.7353 3.5465 -0.10 0.42 0.20
H 1.2802 -2.4484 2.3295 0.04 -0.04 0.51
H 1.0714 2.8146 6.5444 -0.07 0.17 -0.29
H 0.5692 4.9289 5.1912 0.01 -0.44 -0.12
H -0.3552 4.6092 2.8554 0.09 -0.38 0.32
H -0.9151 2.3177 2.0780 0.12 0.08 0.39

=====

249
Properties=species:S:1:pos:R:3:forces:R:3 method="wB97M-V/def2-TZVPD" spin_multiplicity=1 orbital_gap_ha=0.081 total_charge=+2
C 11.9219 3.0858 -0.0343 0.26 0.11 0.90
O 10.8099 3.7549 0.5793 -1.95 0.43 -1.62
C 9.9227 4.4277 -0.4103 1.09 -0.68 0.55
C 8.8221 5.2446 0.2345 -0.51 0.14 0.58
N 7.7962 4.3496 0.9455 0.34 0.44 0.88
H 7.4501 3.6610 0.2927 -0.85 0.16 -0.70
H 8.2170 3.7608 1.6500 1.06 -0.18 0.04
C 6.7359 5.0381 1.8416 0.94 0.45 -0.29
C 6.0413 6.1956 1.1697 -2.63 -0.85 -1.09
O 5.4254 5.6222 -0.0197 1.97 -0.10 0.41
C 4.5962 6.5411 -0.6597 -1.26 0.68 -0.87
H 12.6563 3.0801 0.7711 0.36 0.24 -0.33
H 12.2835 3.5923 -0.9292 0.06 0.21 0.14
H 11.7986 2.0300 -0.2757 -0.81 -0.03 -0.16
H 9.4137 3.7829 -1.1267 0.17 -0.89 0.16
H 10.5922 5.0047 -1.0483 -0.27 0.66 0.16
H 8.2098 5.7641 -0.5025 0.25 -0.14 -0.32
H 9.1439 6.0177 0.9322 0.18 -0.34 0.25
H 7.3252 5.3511 2.7035 -0.11 0.24 0.01
H 6.0810 4.2396 2.1903 -0.25 0.21 -0.36
H 6.5294 7.1549 0.9971 0.95 -0.39 -0.34
H 5.1497 6.5252 1.7032 0.24 -0.20 1.14
H 4.9408 7.5704 -0.5592 0.03 0.07 0.17
H 3.5657 6.4504 -0.3163 -0.05 0.22 0.55
H 4.4837 6.3645 -1.7294 0.63 -0.41 -0.03
C -0.1100 -5.4250 5.1866 -0.81 -0.11 0.41
O 0.2744 -4.3907 6.1343 0.68 -0.45 -0.40
C 1.3124 -4.8208 7.0274 -1.42 1.07 1.07
C 1.5792 -3.6535 8.1007 -1.10 -1.70 -1.53
N 0.3276 -3.4704 8.9620 1.14 -0.55 -0.67
H -0.4844 -3.4837 8.3614 -0.51 0.39 -0.46
H 0.2615 -4.3395 9.4722 -0.08 -0.24 0.77
C 0.3462 -2.2668 9.8656 -0.81 -0.72 -0.53
C 1.4934 -2.2690 10.8353 0.63 -0.04 1.20
O 1.7433 -3.5308 11.5128 -1.36 0.97 -1.63
C 2.9320 -3.5550 12.2723 0.56 -0.40 -0.53
H -0.5840 -6.2728 5.6812 0.33 -0.15 0.52
H 0.6783 -5.8186 4.5449 0.42 0.39 0.21
H -0.9305 -5.0888 4.5528 0.33 0.72 0.07
H 2.2241 -5.1039 6.5013 0.10 0.10 0.12
H 0.8907 -5.6580 7.5837 0.41 -0.54 0.06
H 1.7574 -2.7787 7.4754 0.23 0.34 0.75
H 2.3321 -3.9929 8.8121 0.35 0.52 -0.37
H -0.6278 -2.2212 10.3527 0.03 -0.09 -0.06
H 0.4314 -1.4617 9.1357 0.02 0.42 0.51
H 1.2519 -1.5516 11.6197 -0.10 0.29 -0.08
H 2.3332 -1.8283 10.2980 0.70 -0.55 0.18
H 3.1405 -2.6156 12.7843 -0.19 -0.06 0.20
H 3.7469 -3.7750 11.5826 0.40 0.19 0.05
H 2.8708 -4.4114 12.9439 -0.16 0.32 0.19
C 0.5602 5.7799 -9.7824 0.70 0.21 0.67
O -0.3132 6.5110 -8.9334 -1.21 -0.45 -1.00
C -0.9789 7.6358 -9.5366 0.01 -0.24 1.18
C -1.5818 7.4861 -10.9508 2.25 -0.37 -0.78
N -2.4577 6.3065 -11.2027 -1.35 -0.24 1.94
H -2.9341 6.4517 -12.0814 -0.61 0.27 -0.26
H -2.0243 5.4009 -11.3131 0.93 -0.15 0.15
C -3.5106 6.1023 -10.0673 -0.11 -0.08 -0.92
C -4.3791 7.3416 -10.0233 -0.62 -0.32 1.03
O -4.9408 7.6492 -11.2584 0.77 1.41 -0.48
C -5.5002 9.0000 -11.2145 -0.52 -1.03 -0.35
H 1.2644 5.3101 -9.0957 -0.35 -0.58 -0.12
H 1.2351 6.3814 -10.3914 -0.31 0.56 -0.29
H 0.0442 5.0586 -10.4161 0.04 -0.20 0.08
H -0.1808 8.3636 -9.3900 -0.48 0.93 -1.28
H -1.7737 7.9373 -8.8543 0.12 -0.20 0.25
H -0.7311 7.3353 -11.6154 0.02 -0.02 -0.24
H -2.0919 8.3484 -11.3801 -0.11 0.14 0.71
H -2.9790 5.9409 -9.1294 0.16 0.19 -0.16
H -4.0254 5.1695 -10.2974 -0.17 0.18 -0.20
H -3.7732 8.1320 -9.5804 0.07 0.50 -0.33
H -5.2341 7.2570 -9.3526 0.26 -0.63 0.67
H -4.8833 9.7438 -10.7101 0.62 -0.16 -0.38
H -6.4183 9.0044 -10.6270 -0.24 -0.28 -0.11
H -5.7236 9.2174 -12.2589 0.07 0.36 0.27
C -13.1742 -5.6149 2.4275 0.25 0.08 0.37
O -14.0111 -6.7079 2.8691 -0.61 -1.34 -0.43
C -14.4085 -7.7550 1.9214 0.70 1.34 -0.08
C -15.3928 -8.7537 2.5095 0.64 1.67 -0.06
N -16.5264 -7.9603 3.1199 -0.43 -1.45 2.04
H -16.2231 -7.2882 3.8101 1.15 0.17 0.80
H -17.0014 -7.2827 2.5409 -0.38 -0.43 -1.28
C -17.5060 -8.8536 3.9122 -0.53 0.71 -0.85
C -18.5559 -7.9814 4.6481 1.10 0.65 -0.41
O -17.8083 -6.9477 5.2568 -0.86 0.18 1.28
C -18.6455 -6.0890 6.1052 1.37 0.55 -0.24
H -12.2051 -5.8581 1.9920 -0.27 -0.82 -0.45
H -12.8458 -5.0983 3.3294 -0.57 0.02 0.17
H -13.6916 -4.9063 1.7808 -0.20 -0.20 -0.06
H -13.5517 -8.3713 1.6492 0.22 0.33 -0.43
H -14.8759 -7.2822 1.0577 0.29 0.06 -0.34
H -14.7771 -9.3299 3.2002 -0.98 0.03 0.83
H -15.7740 -9.4283 1.7429 -0.11 0.23 0.02
H -16.9061 -9.4363 4.6114 0.02 0.23 -0.02
H -17.9290 -9.5218 3.1621 -0.24 -0.04 0.25
H -19.0895 -8.5750 5.3904 -0.14 -0.15 -0.15
H -19.2219 -7.3961 4.0142 -0.59 -0.96 -0.62
H -19.3045 -6.5618 6.8334 0.47 -0.75 -0.03
H -19.2958 -5.3975 5.5695 0.17 -0.14 -0.68
H -17.8660 -5.5021 6.5910 -0.46 0.10 0.34
C 13.4209 -1.4010 -6.5204 -0.20 0.22 1.78
O 12.7457 -2.6351 -6.6529 -0.80 -1.37 -2.69
C 11.8320 -2.6119 -7.8157 0.24 0.96 1.65
C 11.2591 -3.9978 -8.1753 0.60 0.36 1.37
N 10.4738 -4.5090 -6.9115 0.64 -1.65 -2.04
H 11.0942 -4.8158 -6.1760 0.75 0.42 0.10
H 9.9591 -3.7155 -6.5572 -0.91 0.15 0.05
C 9.6118 -5.7603 -7.1828 -1.72 0.89 -0.12
C 8.5157 -5.4423 -8.2396 0.10 1.35 1.19
O 8.0212 -4.1247 -7.9397 1.74 -0.83 0.66
C 6.8002 -3.7527 -8.5185 -0.51 0.57 -0.40
H 13.6802 -0.7871 -7.3829 0.05 -0.75 -0.57
H 14.2936 -1.6801 -5.9301 0.18 0.52 -0.17
H 12.7680 -0.7709 -5.9163 0.12 0.36 0.20
H 12.2902 -2.0174 -8.6062 0.26 -0.87 -0.58
H 11.0785 -1.9044 -7.4697 -0.94 -0.29 -0.22
H 12.0505 -4.7148 -8.3942 0.03 -0.04 0.33
H 10.5948 -4.0157 -9.0392 -0.20 0.45 0.39
H 9.1201 -6.0286 -6.2477 0.11 0.36 0.16
H 10.1462 -6.6614 -7.4839 0.76 0.56 -0.10
H 7.6776 -6.1230 -8.0894 0.25 -0.48 -0.48
H 8.9978 -5.4916 -9.2160 -0.54 -0.11 -0.37
H 6.0356 -4.5071 -8.3330 -0.07 -0.07 -0.28
H 6.9398 -3.5111 -9.5722 -0.23 -0.41 -0.22
H 6.4753 -2.8175 -8.0624 0.14 -0.13 0.26
C -4.4155 2.3323 12.3801 -0.01 -0.10 0.39
O -4.5833 2.3965 10.9509 -0.02 0.30 0.27
C -5.0979 3.6538 10.5122 -0.07 -0.62 0.74
C -5.4319 3.6709 9.0099 0.23 -0.70 0.87
N -4.4262 2.8641 8.1614 -0.86 1.75 -1.20
H -3.5134 3.2926 8.2184 0.50 0.61 -0.07
H -4.2557 1.9665 8.5920 -0.57 -0.69 0.22
C -4.8138 2.7297 6.6413 -1.41 0.53 0.70
C -5.2005 4.0723 5.9555 1.29 0.65 -0.17
O -5.7434 3.8482 4.7055 -1.48 0.60 -2.07
C -5.9830 5.1580 4.0159 1.16 -1.04 -0.52
H -5.3032 2.6363 12.9348 -0.34 0.12 -0.34
H -3.5957 2.9231 12.7887 0.20 0.46 -0.58
H -4.1926 1.3244 12.7302 -0.15 -0.22 -0.73
H -4.4687 4.4750 10.8557 0.67 0.02 -0.54
H -6.0225 3.8849 11.0412 -0.48 -0.21 -0.09
H -5.5051 4.7389 8.8045 0.47 -0.23 -0.91
H -6.4085 3.2297 8.8104 0.16 -0.19 0.05
H -5.7514 2.1762 6.5896 0.30 -0.63 0.33
H -4.0051 2.1946 6.1436 -0.11 0.21 0.07
H -4.2832 4.6169 5.7321 0.30 0.60 0.84
H -5.9586 4.7011 6.4225 0.44 -0.11 1.26
H -5.0019 5.6035 3.8518 0.11 0.24 0.34
H -6.6488 5.9003 4.4562 -0.06 -0.52 0.86
H -6.3498 5.0229 2.9984 -0.19 -0.82 0.26
C 11.0651 -4.6243 3.8672 -0.30 0.96 -0.57
O 10.8078 -4.4859 2.4509 -1.30 0.04 -0.01
C 10.8904 -3.1571 1.9330 0.65 -0.81 -0.81
C 9.9348 -2.9018 0.6927 0.50 0.56 1.99
N 8.5439 -3.4916 0.8498 0.07 -0.50 -1.42
H 8.1554 -3.4051 1.7781 0.35 -0.09 0.68
H 7.9154 -2.9510 0.2729 -0.34 0.49 -0.32
C 8.4239 -4.9015 0.3405 0.24 -1.01 -0.13
C 7.0808 -5.6240 0.6309 -0.37 0.38 0.12
O 5.9431 -5.0834 -0.0303 1.13 0.10 -0.28
C 5.8251 -5.4032 -1.4279 -1.09 0.35 -0.49
H 12.0845 -4.2728 4.0262 0.00 -0.31 0.50
H 10.8695 -5.6377 4.2180 0.41 -0.07 -0.57
H 10.3484 -4.0029 4.4040 0.14 0.29 0.19
H 11.9045 -3.1174 1.5353 0.09 0.52 -0.34
H 10.8643 -2.3433 2.6576 -0.64 -0.26 0.41
H 10.4804 -3.1814 -0.2086 -0.88 -0.52 -0.14
H 9.7327 -1.8320 0.6395 0.36 0.05 -0.08
H 9.3046 -5.3869 0.7611 -0.35 -0.44 0.23
H 8.6088 -4.8648 -0.7331 -0.16 0.24 -0.05
H 6.8459 -5.5974 1.6949 0.05 0.35 0.16
H 7.1293 -6.6953 0.4358 0.61 -0.04 -0.37
H 5.6753 -4.5047 -2.0266 0.39 0.37 0.27
H 4.8814 -5.9243 -1.5891 0.10 -0.41 0.29
H 6.6156 -5.9756 -1.9132 0.33 -0.11 0.60
C -4.0100 -1.3223 0.3847 -0.09 1.02 0.79
C -2.5548 -1.1842 0.1112 1.90 -1.17 0.48
C -2.0684 0.1077 -0.4048 0.09 0.63 -1.83
N -0.5342 0.1294 -0.6027 0.75 1.54 -0.04
C -0.1380 1.5418 -1.1092 0.13 -1.16 -2.03
C -0.6075 1.7917 -2.5765 -0.53 0.58 -0.05
C -0.2593 0.7797 -3.7023 0.48 -0.92 2.07
C -0.6154 -0.6054 -3.1517 0.86 -0.27 1.99
C 0.0332 -0.8364 -1.6407 -1.46 0.23 -1.57
C 0.2363 -0.0312 0.6879 -0.82 -1.17 0.47
H -4.1859 -2.2034 1.0018 -0.27 -0.12 -0.51
H -4.6051 -1.2428 -0.5251 -0.16 -0.31 0.21
H -4.2151 -0.4756 1.0398 -0.73 0.10 0.00
H -2.2143 -1.9812 -0.5497 0.04 -0.08 -0.17
H -1.9464 -1.2687 1.0116 -0.40 -0.76 0.58
H -2.3632 0.9843 0.1720 0.36 -0.09 0.39
H -2.5091 0.2734 -1.3878 0.27 0.17 -0.13
H -0.5001 2.2939 -0.4083 0.06 -0.15 -0.07
H 0.9489 1.4832 -1.1676 0.04 0.32 0.47
H -1.6894 1.9232 -2.5606 -0.11 0.04 -0.09
H -0.2185 2.7669 -2.8694 0.05 0.13 0.21
H -0.7912 1.0092 -4.6256 0.17 0.02 0.12
H 0.8182 0.6964 -3.8444 0.11 0.69 -0.42
H -1.6996 -0.7110 -3.1128 0.04 -0.38 0.16
H -0.1831 -1.4333 -3.7136 -0.22 0.11 -0.25
H -0.1117 -1.8732 -1.3370 -0.53 0.16 0.19
H 1.1146 -0.7170 -1.5739 0.03 0.44 -0.45
H 1.2407 0.3906 0.7240 -0.28 0.30 -0.69
H 0.3488 -1.1021 0.8571 -0.07 -0.01 0.09
H -0.3461 0.3628 1.5209 -0.01 0.19 -0.16
C 7.2501 1.7888 -5.4413 -0.75 1.20 0.13
C 7.3189 0.8000 -4.2436 0.32 0.06 -0.05
O 7.9739 -0.2310 -4.4974 0.20 -0.80 -0.10
O 6.8858 1.1345 -3.1090 -0.19 0.35 -0.40
H 6.4968 2.5752 -5.3951 -0.17 0.17 0.96
H 7.0262 1.4816 -6.4629 0.65 -1.13 0.15
H 8.2015 2.3200 -5.4142 0.17 -0.06 -0.28
C -7.7392 -4.4365 7.4534 -0.11 -1.18 -0.77
C -7.1963 -3.0776 7.6769 0.02 3.86 1.13
O -5.9509 -2.8837 7.7463 0.31 -1.05 -0.22
O -8.0246 -2.1077 7.8008 0.29 -1.52 -0.33
H -8.8255 -4.4117 7.3670 0.11 -0.14 0.10
H -7.3937 -5.1973 8.1534 -0.11 0.25 0.44
H -7.2960 -4.7820 6.5195 -0.20 -0.07 -0.36
C 3.0226 5.0933 8.5703 1.18 0.21 -1.07
C 1.6596 4.5380 8.2387 -0.93 0.53 -1.09
O 0.6697 5.0182 8.7570 -1.84 1.92 2.88
O 1.5001 3.7278 7.3198 1.79 -2.42 -1.85
H 3.5398 5.2677 7.6268 0.05 -0.41 -0.45
H 3.6469 4.3495 9.0656 -0.02 0.28 0.51
H 3.0542 6.1131 8.9537 -0.40 -0.42 0.98
C -1.5634 -1.8854 -10.6536 -1.17 0.81 -0.57
C -0.6949 -1.0408 -11.6263 1.39 -0.69 2.13
O 0.4038 -1.5718 -11.8840 0.53 -0.78 -0.88
O -0.9764 0.1438 -11.7937 -1.29 1.60 -0.76
H -2.1687 -1.2161 -10.0422 0.69 0.34 0.76
H -0.9146 -2.5710 -10.1086 -0.48 -0.10 -0.05
H -2.4423 -2.3159 -11.1336 0.44 -0.99 -0.55
C -2.2170 11.0871 -3.3831 -2.19 -0.88 -0.90
F -1.3543 10.4634 -4.2372 -0.25 -0.07 0.63
F -1.6395 11.3031 -2.2359 1.29 0.17 0.97
F -2.4957 12.2541 -3.9530 0.09 0.80 -0.21
S -3.8824 10.1669 -3.0355 0.19 0.46 1.09
O -4.3813 10.8630 -1.7928 1.13 -1.60 -2.69
O -4.6673 10.4304 -4.2521 0.80 -0.54 1.23
O -3.3678 8.7878 -2.8456 -0.96 1.54 -0.19
C -7.0071 0.4501 -4.8127 -2.18 -2.62 0.23
F -7.6900 1.0968 -5.7268 -1.33 1.23 -0.01
F -5.7751 0.6290 -5.1492 2.60 0.69 0.75
F -7.3252 0.8519 -3.5371 0.89 0.59 -1.23
S -7.4423 -1.3662 -4.9196 -2.67 -2.23 -2.94
O -8.7562 -1.4578 -4.2403 1.86 0.49 -0.40
O -7.5449 -1.7297 -6.3840 0.41 1.57 2.85
O -6.3304 -2.0427 -4.2955 0.57 0.28 0.95

=====

10
Properties=species:S:1:pos:R:3:forces:R:3 method="wB97M-V/def2-TZVPD" spin_multiplicity=1 orbital_gap_ha="0.347 / 0.272" relative_energy_kcal_mol=83.9 total_charge=0
C 0.6125 0.9327 -0.0751 0.91 0.72 0.09
C -0.2638 -0.2752 -0.0939 -0.33 1.21 1.39
N 0.2081 -1.3436 -0.6978 -0.55 -1.87 -0.69
O 0.1027 2.0639 0.5354 -2.45 -1.96 -0.30
O 1.7580 0.8826 -0.5342 -2.53 0.14 0.93
Br -2.2189 -0.3177 0.0840 0.96 0.57 0.06
H 0.2327 -0.3868 2.1935 -0.14 0.05 -0.68
H -0.9021 1.8427 0.7716 3.07 0.76 -0.60
H -0.4358 -2.1230 -0.7762 0.43 0.12 -0.05
H 0.9065 -1.2755 -1.4075 0.65 0.27 -0.16